Record 1
Formula: C21H41AlF5N8O16
Source: the Open Molecules 2025 dataset
Level of theory: the ωB97M-V functional and the def2-TZVPD basis

Its HOMO energy is -5.3 eV. As for the molar mass: 783.57 g mol⁻¹. Its net charge is -1. The value obtained for the HOMO-LUMO gap is 6.442 eV. For the energy relative to the best compared isomer or geometry (same formula, charge and spin), the calculation gives 0.000 eV.

The geometry in XYZ format:
```
92
C21H41AlF5N8O16 (the ωB97M-V functional and the def2-TZVPD basis)
C -1.17 -4.93 4.41
C -1.64 -5.78 3.22
C -1.74 -4.92 1.95
C -1.64 -5.73 0.64
C -0.27 -5.77 -0.09
Al 1.46 -5.47 0.96
C 2.49 -3.85 0.17
F 3.80 -3.89 0.67
F 2.66 -3.90 -1.21
C 1.95 -2.49 0.53
C 0.59 -2.25 0.38
C 0.01 -1.03 0.72
C 0.81 -0.01 1.24
C 2.19 -0.24 1.37
C 3.04 0.87 1.91
F 2.62 2.09 1.51
F 4.31 0.78 1.55
F 3.01 0.93 3.26
C 2.76 -1.46 1.02
H -1.39 -3.88 4.23
H -1.67 -5.20 5.34
H -0.09 -4.99 4.52
H -2.60 -6.24 3.44
H -0.87 -6.52 3.03
H -1.03 -4.10 2.00
H -2.74 -4.47 1.97
H -2.03 -6.73 0.82
H -2.36 -5.27 -0.04
H -0.16 -6.78 -0.50
H -0.31 -5.11 -0.96
H 2.43 -6.73 0.76
H 1.26 -5.21 2.54
H -0.04 -3.04 -0.02
H -1.05 -0.88 0.61
H 0.37 0.92 1.54
H 3.82 -1.62 1.12
C -1.47 2.44 -1.04
N -1.12 1.15 -1.68
O -1.82 0.19 -1.44
O -0.16 1.14 -2.42
H -2.34 2.29 -0.41
H -0.61 2.75 -0.45
H -1.67 3.15 -1.83
C 5.23 -8.79 -1.20
N 5.09 -8.38 0.22
O 6.03 -7.81 0.74
O 4.03 -8.62 0.75
H 6.21 -8.50 -1.55
H 5.09 -9.87 -1.24
H 4.45 -8.28 -1.76
C 3.34 4.33 3.60
N 3.03 5.73 3.99
O 1.89 6.11 3.90
O 3.96 6.41 4.39
H 2.43 3.85 3.28
H 4.07 4.36 2.80
H 3.75 3.83 4.48
C -5.11 -0.11 -0.97
N -5.32 0.47 0.38
O -4.37 1.03 0.89
O -6.42 0.35 0.88
H -4.09 0.08 -1.28
H -5.31 -1.18 -0.90
H -5.82 0.37 -1.64
C -1.64 -0.09 -5.62
N -2.59 1.04 -5.41
O -3.09 1.56 -6.39
O -2.79 1.37 -4.27
H -1.56 -0.27 -6.68
H -0.69 0.20 -5.18
H -2.05 -0.95 -5.10
C -6.20 4.64 -0.53
N -5.44 3.82 -1.51
O -4.38 3.35 -1.16
O -5.95 3.66 -2.60
H -5.62 4.68 0.39
H -6.33 5.62 -0.96
H -7.16 4.15 -0.37
C 4.58 9.20 3.76
N 4.74 10.36 2.84
O 5.65 10.34 2.04
O 3.94 11.27 2.96
H 5.35 8.48 3.54
H 4.66 9.57 4.78
H 3.59 8.78 3.59
C -1.57 4.67 -5.97
N -0.19 4.99 -6.43
O 0.02 6.11 -6.85
O 0.63 4.11 -6.34
H -2.19 5.55 -6.11
H -1.93 3.84 -6.58
H -1.52 4.38 -4.93
```

Mulliken atomic charge list, values in e, 2 entries: atom 1 (C): -1.22, atom 2 (C): -0.40



Record 2
Formula: C21H41BNO3S
Source: the Open Molecules 2025 dataset
Level of theory: the ωB97M-V functional and the def2-TZVPD basis

Its HOMO energy is -12.0 eV. As for the molar mass: 398.44 g mol⁻¹. Its net charge is +1. The value obtained for the HOMO-LUMO gap is 7.325 eV.

The geometry in XYZ format:
```
68
C21H41BNO3S (the ωB97M-V functional and the def2-TZVPD basis)
C 2.99 3.54 2.49
B 2.56 4.90 1.73
O 3.53 5.70 1.15
C 0.98 5.25 1.75
C 0.07 5.09 0.64
N -1.28 5.38 0.78
C -1.84 5.82 1.96
C -3.36 6.10 2.11
C -4.02 4.74 2.67
C -3.27 3.48 2.13
O -3.54 3.02 1.05
O -2.24 2.86 2.84
C -1.01 6.04 3.15
S -1.65 6.62 4.73
C 0.42 5.74 3.02
H 2.21 3.34 3.28
H 4.00 3.62 2.97
H 2.97 2.65 1.81
H 3.23 6.62 1.04
H 0.43 4.72 -0.34
H -1.92 5.24 -0.01
H -3.85 6.45 1.17
H -3.57 6.87 2.90
H -3.98 4.72 3.79
H -5.08 4.65 2.30
H -1.57 2.69 2.15
H -0.77 7.54 5.25
H 1.10 5.85 3.90
C 1.10 -2.99 -0.39
C 1.55 -2.42 0.95
C 0.42 -2.27 1.97
C -0.70 -1.31 1.56
C -0.25 0.12 1.26
C 0.37 0.82 2.46
H 0.39 -2.33 -0.88
H 1.96 -3.11 -1.05
H 0.63 -3.97 -0.26
H 2.05 -1.46 0.80
H 2.31 -3.09 1.38
H 0.84 -1.95 2.92
H -0.03 -3.26 2.15
H -1.44 -1.28 2.36
H -1.22 -1.71 0.68
H -1.13 0.69 0.93
H 0.45 0.13 0.42
H -0.33 0.86 3.30
H 0.64 1.86 2.19
H 1.29 0.33 2.79
C 1.58 -6.50 -6.40
C 0.98 -5.22 -5.85
C 1.40 -4.92 -4.41
C 0.98 -5.95 -3.37
C -0.52 -6.22 -3.29
C -1.33 -4.99 -2.88
H 1.24 -7.38 -5.84
H 1.27 -6.64 -7.44
H 2.67 -6.47 -6.37
H -0.11 -5.26 -5.92
H 1.29 -4.38 -6.49
H 1.01 -3.93 -4.13
H 2.50 -4.82 -4.38
H 1.34 -5.62 -2.39
H 1.49 -6.90 -3.57
H -0.70 -7.01 -2.55
H -0.90 -6.60 -4.24
H -1.00 -4.61 -1.92
H -2.39 -5.25 -2.80
H -1.24 -4.19 -3.62
```

Mulliken atomic charge list, values in e, 2 entries: atom 1 (C): -0.95, atom 2 (B): 0.37



Record 3
Formula: C21H41F4NO7Si2
Source: the Open Molecules 2025 dataset
Level of theory: the ωB97M-V functional and the def2-TZVPD basis

Its HOMO energy is -10.1 eV. As for the molar mass: 551.72 g mol⁻¹. The value obtained for the HOMO-LUMO gap is 9.739 eV.

The geometry in XYZ format:
```
76
C21H41F4NO7Si2 (the ωB97M-V functional and the def2-TZVPD basis)
C 0.70 -4.41 1.69
C 0.11 -4.12 0.19
C -0.53 -2.58 0.02
C 0.57 -1.52 0.68
Si 0.40 0.28 -0.08
C 0.15 1.59 1.30
C 0.55 1.06 2.82
C 2.15 0.76 3.03
F 2.78 1.81 3.87
N 2.05 0.61 -0.82
C 2.11 -0.19 -1.97
O 1.98 -0.73 -3.21
O -0.88 0.16 -1.27
Si -1.56 1.72 -1.72
C -3.02 2.25 -0.52
O -3.83 1.07 -0.16
C -3.57 0.60 1.20
C -4.91 -0.31 1.63
C -4.61 -1.93 1.35
C -0.28 3.12 -2.02
F 0.01 3.96 -0.80
F -0.94 4.08 -2.98
F 0.97 2.68 -2.73
H 1.77 -3.88 1.78
H 0.83 -5.60 1.78
H -0.05 -4.00 2.49
H -0.75 -4.85 -0.14
H 0.97 -4.18 -0.61
H -0.68 -2.44 -1.13
H -1.54 -2.55 0.64
H 1.67 -1.94 0.51
H 0.38 -1.54 1.84
H 0.92 2.47 1.07
H -0.94 2.02 1.40
H -0.16 0.16 3.12
H 0.29 1.98 3.54
H 2.22 -0.25 3.66
H 2.75 0.58 2.04
H -2.24 1.50 -3.02
H -2.66 2.90 0.38
H -3.72 2.95 -1.17
H -2.67 -0.19 1.20
H -3.40 1.47 1.97
H -5.15 -0.22 2.77
H -5.83 -0.01 0.94
H -4.48 -2.13 0.19
H -3.58 -2.16 1.90
H -5.48 -2.60 1.80
O 3.51 -6.64 3.17
C 3.78 -5.82 4.05
O 2.79 -5.19 4.72
C 2.98 -4.39 5.91
C 3.30 -2.96 5.54
C 5.20 -5.43 4.33
H 3.73 -4.84 6.57
H 2.03 -4.42 6.46
H 4.24 -2.88 4.99
H 3.38 -2.34 6.44
H 2.52 -2.54 4.90
H 5.48 -4.60 3.68
H 5.84 -6.29 4.12
H 5.38 -5.17 5.38
O -3.13 5.32 -8.81
C -2.25 5.50 -7.97
O -0.95 5.53 -8.35
C 0.13 5.95 -7.49
C 0.66 4.79 -6.68
C -2.58 5.58 -6.51
H -0.16 6.80 -6.87
H 0.93 6.31 -8.15
H -0.10 4.39 -6.00
H 1.53 5.10 -6.08
H 0.96 3.97 -7.33
H -2.58 4.58 -6.08
H -3.58 6.01 -6.41
H -1.91 6.23 -5.95
```

Mulliken atomic charge list, values in e, 2 entries: atom 1 (C): -0.63, atom 2 (C): -0.69



| no. | E_LUMO (eV) |
| --- | --- |
| 1 | 1.10 |
| 2 | -4.72 |
| 3 | -0.32 |